## i
This record from the Open Molecules 2025 dataset describes C4H3NO3 in the gas phase. The level of theory is ωB97M-V with the def2-TZVPD basis set.

Last column: Löwdin charge in e.
Atoms and positions in Å:
O  1.824  -1.444  0.213  0.053
C  1.515  -0.266  -0.102  -0.440
O  2.176  0.843  -0.006  0.112
C  -0.026  -0.081  -0.205  -0.141
C  -1.002  0.916  -0.070  -0.147
N  -2.189  0.499  0.153  0.128
O  -2.027  -0.970  0.046  0.037
C  -0.779  -1.129  -0.151  -0.178
H  1.710  1.805  0.106  0.228
H  -1.118  1.943  0.310  0.136
H  -0.083  -2.116  -0.294  0.211

Results
**LUMO level**: -0.09 eV
**Multiplicity**: 1
**Gap between HOMO and LUMO**: 10.2 eV
**HOMO level**: -0.37826 Eh

## ii
This record from the Open Molecules 2025 dataset describes C4H3NO3 in the gas phase. The level of theory is ωB97M-V with the def2-TZVPD basis set.

Last column: Löwdin charge in e.
Atoms and positions in Å:
O  -2.308  1.312  -0.143  0.128
C  -1.797  0.207  -0.198  -0.506
O  -2.475  -0.854  0.115  0.128
C  -0.349  0.233  -0.132  -0.262
N  0.395  1.347  0.031  0.195
C  1.621  0.800  0.027  -0.137
C  1.667  -0.557  -0.096  -0.030
O  0.339  -0.917  -0.267  0.054
H  -1.819  -1.682  0.353  0.218
H  2.355  1.478  0.170  0.079
H  2.371  -1.367  0.140  0.132

Results
**LUMO level**: -0.08 eV
**Multiplicity**: 1
**Gap between HOMO and LUMO**: 9.8 eV
**HOMO level**: -0.36190 Eh

## iii
This record from the Open Molecules 2025 dataset describes C4H3NO3 in the gas phase. The level of theory is ωB97M-V with the def2-TZVPD basis set.

Last column: Löwdin charge in e.
Atoms and positions in Å:
C  0.640  1.502  0.297  -0.072
O  0.815  0.119  0.591  -0.100
C  -0.309  -0.803  0.999  -0.267
O  -0.558  -1.338  2.004  0.241
C  -0.737  -0.674  -0.494  -0.360
O  -1.679  0.019  -0.800  0.147
C  -0.216  -1.779  -1.282  -0.089
N  0.198  -2.620  -1.943  0.208
H  1.569  2.008  0.557  0.096
H  0.481  1.636  -0.775  0.091
H  -0.205  1.929  0.846  0.105

Results
**LUMO level**: -0.80 eV
**Multiplicity**: 1
**Gap between HOMO and LUMO**: 9.9 eV
**HOMO level**: -0.39224 Eh

Relative energies, in eV, with the most stable structure set to zero: i 2.235; ii 0.000; iii 1.618.